(1)
# C20H56N4O8

A cluster of 8 separate species, C20H56N4O8 in total at a distorted geometry (ωB97M-V with the def2-TZVPD basis set, the Open Molecules 2025 dataset).

Computed properties:
Gap between HOMO and LUMO ... 8.7 eV
DFT total energy ... -1616.27569 hartree
E_HOMO ... -8.3937 eV
SMILES string ... NC(N)=O.NC(N)=O.CC(C)O.CC(C)O.CC(C)O.CC(C)O.CC(C)O.CC(C)O
E_LUMO ... 0.2609 eV
Max |F| ... 11.3 eV/Å

XYZ file:
```
88
C20H56N4O8, DFT ωB97M-V with the def2-TZVPD basis set
O -3.6324 2.0949 -3.4357
O -0.0254 0.5129 -3.7407
O 1.7426 -0.4171 3.5533
O 3.5506 -2.3171 2.1773
O -0.4494 -2.2541 -1.0267
O 1.9486 3.6399 -1.9477
O -2.0774 1.2259 1.3373
O 0.7336 -2.6731 2.7603
N -0.2154 -0.8681 0.9563
N -0.2124 0.1259 -0.9217
N 1.9506 0.4739 1.4553
N 2.7386 1.7059 3.0643
C -3.2584 0.8209 3.3373
C -0.6204 -4.5121 2.6073
C -0.8574 1.7089 3.1503
C 1.7646 -0.7341 -3.0787
C -0.3174 -1.0621 -0.3197
C -3.9424 0.8979 -3.4767
C -5.4274 0.9419 -3.2517
C -0.2304 -3.2241 3.3693
C -2.2244 1.6189 2.5013
C 0.8326 3.7989 -1.4247
C -3.1434 0.0939 -2.3857
C 2.0986 0.6059 2.7403
C 1.1496 0.2559 -4.0897
C 3.2836 -2.8441 1.0513
C -0.2894 3.2259 -2.2677
C 4.3056 -3.9961 0.7563
C 0.8476 3.1869 -0.0497
C -1.5444 -2.4811 3.6683
C 3.1246 -1.8991 -0.2047
C 2.0586 1.4099 -4.2057
H -4.2864 2.6209 -3.8707
H 1.3426 2.2629 -0.0127
H -0.1374 0.2319 -1.9257
H 3.0386 1.0229 -4.6097
H -1.4684 -5.0631 2.8093
H 1.0176 -1.5001 -2.8077
H -1.9014 -2.2351 2.6483
H 2.8366 -1.7211 2.5073
H -4.1814 0.6979 2.8163
H -0.4044 0.7209 3.4143
H 0.1766 2.6459 -3.0777
H 0.1826 -5.2591 2.6403
H 3.0146 2.4299 2.4023
H 1.4366 3.8809 0.6163
H 0.0976 0.9499 -0.3837
H 3.5026 -2.4441 -1.0817
H -2.2664 -0.3511 -2.7907
H -0.0654 2.3249 2.6293
H 4.5446 -4.5621 1.6713
H 3.9796 -4.7941 0.1163
H -2.9024 -0.1801 3.5603
H -2.7744 2.5779 2.5503
H -3.6484 0.3719 -4.3797
H -0.9954 2.1959 4.0823
H 2.2956 1.6599 -3.1937
H 2.7816 1.9929 4.0363
H -5.6184 -0.0851 -3.3157
H 2.2036 -3.3031 1.0533
H -1.3014 -1.6331 4.3163
H -5.7834 1.4599 -2.3597
H 2.6166 0.8269 0.8323
H 3.8936 -1.1311 0.0263
H -0.1834 -1.8141 1.3893
H 2.1666 -1.5381 -0.4677
H 1.6276 2.2819 -4.7357
H 2.1366 -0.1921 -2.1367
H -0.7424 4.0259 -2.8017
H -0.1074 3.0319 0.3853
H -2.8104 0.6989 -1.5387
H 2.0116 4.2089 -2.7307
H 0.3166 -3.6291 4.2523
H -3.7354 -0.7991 -2.0667
H 1.0116 -0.2071 -5.0587
H -0.4714 1.1489 -4.3157
H -1.0254 2.5379 -1.8147
H -2.0684 -3.3601 4.2363
H -2.8654 1.3509 0.7983
H -6.0024 1.3509 -4.1067
H -0.6954 -0.0501 1.3683
H 0.8636 -1.7821 3.1013
H -3.5384 1.3229 4.2083
H 2.6546 -1.1501 -3.5177
H 0.7976 4.8509 -1.2237
H 1.2846 -0.3021 1.1793
H 5.2256 -3.4651 0.4253
H -0.7384 -4.1961 1.5893
```

---

(2)
# C20H56N5O6Sr

A structure of composition C20H56N5O6Sr at a distorted geometry (ωB97M-V with the def2-TZVPD basis set, the Open Molecules 2025 dataset).

Computed properties:
Net charge ... +1
Gap between HOMO and LUMO ... 4.9 eV
DFT total energy ... -1551.04138 hartree
E_HOMO ... -10.2718 eV
E_LUMO ... -5.4089 eV
Max |F| ... 3.2 eV/Å

XYZ file:
```
88
C20H56N5O6Sr, DFT ωB97M-V with the def2-TZVPD basis set
Sr -6.2501 4.2113 -27.9722
O -12.8207 1.9488 -28.6096
O -2.2636 10.0479 -24.7280
O -9.4420 11.1617 -23.5451
O -5.2775 0.7090 -27.0420
O -5.9301 5.1652 -17.2115
O -6.7651 5.1048 -24.7760
N -6.3940 1.0427 -29.6997
N -10.4082 3.5369 -27.7141
N -9.4982 8.1523 -25.8292
N -5.9405 6.4516 -20.7286
N -2.6198 6.3592 -24.4361
C -4.4540 0.5126 -25.9365
C -6.2324 5.5361 -19.6425
C -2.3556 10.4727 -23.3872
C -12.4615 2.2693 -27.2956
C -14.2884 1.9072 -28.7973
C -4.9870 -0.2194 -28.0019
C -2.7836 8.6915 -24.9847
C -10.4552 11.9747 -23.9713
C -10.5001 8.2395 -23.7221
C -5.4299 5.8966 -18.3292
C -10.4059 2.0673 -25.7067
C -0.4745 7.4036 -24.4714
C -6.1583 -1.3486 -30.0083
C -2.0343 7.5861 -24.0946
C -6.2001 -0.2399 -28.9555
C -8.9254 10.1692 -24.4662
C -5.9242 4.2007 -20.1903
C -10.0242 9.1355 -24.9498
C -5.0322 4.1994 -16.6986
C -10.9580 2.3245 -27.1330
H -2.5058 6.2787 -25.4364
H -2.2037 7.7654 -23.0329
H -10.5091 2.9397 -25.0614
H -5.4329 3.5417 -15.9272
H -4.5736 3.5538 -17.4475
H -8.0860 9.6602 -23.9925
H -2.2951 11.5540 -23.2632
H -7.1590 0.7492 -30.2902
H -6.2187 6.0161 -21.5964
H -6.5045 3.8558 -21.0461
H -10.9375 3.7034 -28.5580
H -5.5416 6.9699 -18.1753
H -0.0752 6.5837 -23.8745
H -10.7915 1.2407 -25.1100
H -10.9339 8.8572 -22.9357
H -10.8647 9.5806 -25.4824
H 0.0709 8.3175 -24.2360
H -10.8744 12.5058 -23.1168
H -4.0919 0.0713 -28.5519
H -5.2608 -1.3630 -30.6268
H -9.0088 8.7064 -26.5174
H -9.9889 12.7226 -24.6127
H -4.9014 -1.2570 -27.6793
H -9.7300 7.5705 -23.3380
H -12.9940 3.1747 -27.0043
H -3.2446 10.0950 -22.8822
H -4.1522 4.7046 -16.3006
H -10.6203 1.5052 -27.7677
H -6.3078 -2.3097 -29.5164
H -8.7755 7.6607 -25.3231
H -1.4769 10.1345 -22.8379
H -0.2966 7.2086 -25.5290
H -8.4555 10.6353 -25.3323
H -7.0474 -1.2153 -30.6247
H -4.9241 4.2666 -20.6188
H -3.3832 0.4514 -26.1306
H -11.2248 7.4773 -24.0086
H -7.2450 5.4625 -19.2459
H -7.5601 4.7794 -24.3107
H -6.0043 3.4500 -19.4042
H -12.9513 1.5957 -26.5924
H -9.3348 1.8943 -25.8114
H -4.7259 -0.4488 -25.5006
H -4.3823 5.7256 -18.5768
H -7.1036 -0.3004 -28.3487
H -11.2903 11.4457 -24.4305
H -10.6729 4.3961 -27.2539
H -5.6163 0.9845 -30.3414
H -4.5900 1.3939 -25.3097
H -3.6168 6.3568 -24.2745
H -14.5844 1.7335 -29.8318
H -2.5156 8.4122 -26.0036
H -4.9561 6.5475 -20.9335
H -14.7769 1.1360 -28.2017
H -14.8151 2.8295 -28.5524
H -3.8715 8.7568 -25.0034
```

---

(3)
# C20H56N5O6Zn

A structure of composition C20H56N5O6Zn at a distorted geometry (ωB97M-V with the def2-TZVPD basis set, the Open Molecules 2025 dataset).

Computed properties:
Net charge ... +1
Gap between HOMO and LUMO ... 8.9 eV
DFT total energy ... -3299.89749 hartree
E_HOMO ... -11.6153 eV
E_LUMO ... -2.7131 eV
Max |F| ... 2.4 eV/Å

XYZ file:
```
88
C20H56N5O6Zn, DFT ωB97M-V with the def2-TZVPD basis set
Zn -0.3599 0.2063 2.2099
O 0.5539 0.1130 0.4973
O 4.4198 -1.8103 -1.7546
O -4.4140 2.0999 0.9209
O -2.9389 -1.6553 -1.8712
O 1.4155 1.0951 2.8972
O 0.4965 0.7509 -4.4587
N 0.0721 2.3388 -1.1516
N -1.4319 1.9402 1.3762
N -2.1046 -0.9936 1.6847
N 0.6872 -1.6011 2.8339
N 1.1617 -2.7258 -0.1104
C 2.7454 -4.2633 -1.0411
C -0.2166 3.4857 -3.2990
C 1.7866 -1.1451 3.6811
C -2.2449 -1.7783 0.4433
C -3.3846 -2.7985 0.6879
C 0.6890 1.0749 -3.1103
C -5.2125 2.1292 -0.2566
C 2.5988 -2.8525 -0.4151
C 1.3463 -0.2878 -4.8899
C 2.4371 0.1215 3.1229
C 1.8936 2.3337 2.4026
C -3.4855 3.1584 0.9734
C -1.6441 4.0652 2.5481
C 5.3040 -1.6715 -0.6577
C -2.5347 -0.8887 -0.7593
C -2.7664 -0.9954 -3.0912
C 2.7473 -2.3089 3.9646
C -0.2979 2.1435 -2.5704
C -2.4183 2.8361 2.0329
C 3.0618 -1.7264 -1.3213
H 0.4189 0.1860 -2.5134
H -3.0182 3.2974 -0.0067
H 1.0403 2.9721 2.1868
H 0.2265 -2.3432 3.3560
H 2.4054 2.8357 3.2302
H -2.9206 2.3696 2.8816
H 2.8466 -0.1618 2.1420
H -0.8481 2.5429 0.7971
H -1.1546 3.9851 -3.0542
H 0.8760 -1.7541 0.0976
H 2.9202 -0.7674 -0.8072
H 0.6157 4.0840 -2.9242
H 1.3414 -0.3299 -5.9800
H -4.3094 -2.3220 1.0197
H -1.1905 3.7530 3.4876
H -2.3918 4.7976 2.8718
H 1.9350 -4.5774 -1.6977
H 3.2743 0.5600 3.6654
H -5.7710 3.0673 -0.3291
H 0.3384 1.4158 -0.7414
H 2.2030 -3.0463 4.5595
H -4.5870 2.0848 -1.1522
H 2.5638 2.2127 1.5521
H -3.3030 -0.1614 -0.4545
H 2.4251 -1.7096 -2.2059
H -1.0727 4.6244 1.8102
H -0.0684 3.3927 -4.3733
H 1.0379 -1.2991 -4.6032
H 5.2348 -0.7098 -0.1375
H 0.5020 -3.0207 -0.8194
H 1.3410 -0.8066 4.6224
H -1.3238 1.7711 -2.6114
H -1.7145 -0.8086 -3.3449
H -5.9624 1.3431 -0.2654
H 2.9490 -4.9814 -0.2503
H 3.2084 -2.7841 3.0991
H 6.3101 -1.7676 -1.0615
H 2.3781 -0.0852 -4.5909
H -3.0871 -3.5956 1.3685
H -2.0636 -1.6813 2.4353
H 3.6049 -4.2588 -1.7180
H 1.0526 -2.0954 2.0146
H 3.5710 -2.0876 4.6490
H -3.5834 -3.2496 -0.2862
H -1.4101 -2.4382 0.2025
H -1.9618 1.3478 0.7429
H 1.2618 -0.3059 0.0351
H -3.1410 -1.6164 -3.9038
H -3.9736 4.0817 1.3061
H 3.0729 -2.8779 0.5679
H 1.0407 2.6607 -1.2521
H -3.2704 -0.0259 -3.1697
H -3.0515 -0.6326 1.8193
H 1.7227 1.2721 -2.7966
H 5.1714 -2.4524 0.0955
H -1.6733 -0.2940 -1.0835
```